# C47H52N10O4

A cluster of 9 separate species, C47H52N10O4 in total (ωB97M-V with the def2-TZVPD basis set, the Open Molecules 2025 dataset).

As for the structure (SMILES): NCCCCCOC(=O)ON=C=O.c1ccncc1.c1ccncc1.c1ccncc1.c1ccncc1.c1ccncc1.c1ccncc1.c1ccncc1.c1ccncc1. The LUMO energy comes out at 0.065 eV. The net charge is 0. The HOMO energy comes out at -9.03 eV.

Last column: Mulliken charge in e.
Positions of all 113 atoms, in Å:
N: -4.0545 -0.4547 -2.7082  -0.38
C: -3.9282 0.3485 -3.9433  -1.01
C: -2.4895 0.3344 -4.4600  -0.28
C: -1.4417 0.4766 -3.3551  -0.58
C: -1.5964 1.7498 -2.4966  0.13
C: -1.2741 1.5122 -1.0211  -0.73
O: -2.4317 1.1677 -0.2224  -0.09
C: -3.2422 2.1330 0.1482  0.64
O: -4.1381 1.9500 0.9159  -0.54
O: -2.9865 3.3921 -0.3831  -0.10
N: -4.2081 3.8883 -0.9346  -0.64
C: -3.9624 4.5054 -1.9806  0.84
O: -3.7340 5.0514 -2.9694  -0.38
H: -3.9266 -1.4306 -2.9668  0.13
H: -5.0227 -0.4093 -2.4041  0.26
H: -4.5727 -0.0740 -4.7247  0.44
H: -4.2953 1.3580 -3.7473  0.35
H: -2.3255 -0.6039 -4.9947  0.43
H: -2.3589 1.1707 -5.1485  0.08
H: -1.3677 -0.4165 -2.7338  0.03
H: -0.4742 0.5674 -3.8608  0.49
H: -0.8830 2.5006 -2.8466  0.41
H: -2.5935 2.1771 -2.6005  -0.36
H: -0.7215 2.3315 -0.5628  0.41
H: -0.6388 0.6299 -0.9569  0.43
C: -1.5977 -3.7465 -0.8659  -0.40
C: -0.5575 -4.6446 -1.0663  -0.42
C: 0.7381 -4.2283 -0.7970  -0.47
N: 1.0473 -3.0065 -0.3642  -0.68
C: 0.0384 -2.1567 -0.1874  -0.59
C: -1.2931 -2.4748 -0.4164  -0.13
H: -2.6247 -4.0316 -1.0586  0.56
H: -0.7457 -5.6500 -1.4215  0.53
H: 1.5749 -4.9048 -0.9380  0.41
H: 0.3011 -1.1636 0.1606  0.66
H: -2.0654 -1.7347 -0.2470  0.51
C: -3.5662 -6.3602 -5.4169  -0.41
C: -3.8709 -5.4182 -6.3861  -0.52
C: -3.3904 -4.1268 -6.2258  -0.19
N: -2.6518 -3.7375 -5.1891  -0.29
C: -2.3665 -4.6547 -4.2647  -0.33
C: -2.7967 -5.9716 -4.3321  -0.31
H: -3.9221 -7.3786 -5.5053  0.38
H: -4.4690 -5.6755 -7.2496  0.37
H: -3.6073 -3.3629 -6.9650  0.37
H: -1.7651 -4.3098 -3.4339  0.52
H: -2.5341 -6.6734 -3.5517  0.38
C: 1.2330 2.0222 3.7968  -0.21
C: 1.4500 0.6544 3.6938  -0.54
C: 0.5712 -0.0851 2.9166  -0.22
N: -0.4727 0.4300 2.2762  -0.25
C: -0.6567 1.7393 2.3815  0.06
C: 0.1579 2.5850 3.1185  -0.99
H: 1.8991 2.6347 4.3918  0.45
H: 2.2831 0.1862 4.2002  0.47
H: 0.7059 -1.1561 2.7990  0.40
H: -1.5180 2.1136 1.8431  0.49
H: -0.0462 3.6462 3.1611  0.42
C: 7.0763 1.7710 5.5963  0.04
C: 6.4107 1.8275 4.3815  -0.83
C: 5.0631 1.5021 4.3487  0.06
N: 4.3676 1.1337 5.4230  -0.28
C: 5.0187 1.0823 6.5837  -0.34
C: 6.3633 1.3905 6.7227  -0.55
H: 8.1257 2.0256 5.6666  0.42
H: 6.9245 2.1185 3.4752  0.37
H: 4.5084 1.5365 3.4160  0.36
H: 4.4296 0.7783 7.4422  0.38
H: 6.8395 1.3342 7.6921  0.36
C: -6.7774 4.6879 2.8895  -0.55
C: -7.0003 5.1458 4.1789  -0.25
C: -6.2103 4.6423 5.2012  -0.30
N: -5.2497 3.7396 5.0144  -0.55
C: -5.0511 3.3090 3.7689  -0.31
C: -5.7810 3.7487 2.6734  -0.10
H: -7.3721 5.0578 2.0632  0.39
H: -7.7683 5.8775 4.3919  0.36
H: -6.3520 4.9773 6.2234  0.34
H: -4.2666 2.5715 3.6400  0.53
H: -5.5693 3.3636 1.6907  0.45
C: 0.3851 -9.2905 1.3284  -0.42
C: 0.2250 -7.9357 1.0858  -0.17
C: -0.9801 -7.3414 1.4301  -0.30
N: -1.9978 -8.0009 1.9802  -0.54
C: -1.8292 -9.3017 2.2064  -0.23
C: -0.6640 -9.9906 1.9021  -0.30
H: 1.3109 -9.7915 1.0761  0.37
H: 1.0159 -7.3468 0.6408  0.36
H: -1.1413 -6.2826 1.2588  0.53
H: -2.6724 -9.8163 2.6541  0.36
H: -0.5843 -11.0487 2.1111  0.36
C: 11.4963 6.1304 6.2972  -0.13
C: 11.9034 4.8443 6.6136  -0.58
C: 10.9669 3.8234 6.5557  -0.10
N: 9.6932 4.0106 6.2149  -0.25
C: 9.3164 5.2516 5.9150  -0.14
C: 10.1744 6.3407 5.9394  -0.60
H: 12.1970 6.9547 6.3294  0.36
H: 12.9247 4.6333 6.8993  0.35
H: 11.2484 2.8034 6.7938  0.35
H: 8.2735 5.3756 5.6434  0.36
H: 9.8122 7.3270 5.6844  0.35
C: 0.0700 2.2506 -9.8131  -0.12
C: 0.1751 3.0637 -8.6961  -0.67
C: -0.5228 2.7057 -7.5524  -0.04
N: -1.2930 1.6233 -7.4670  -0.23
C: -1.3849 0.8527 -8.5480  -0.09
C: -0.7265 1.1192 -9.7393  -0.68
H: 0.5996 2.4942 -10.7251  0.37
H: 0.7846 3.9570 -8.7077  0.35
H: -0.4634 3.3156 -6.6570  0.35
H: -2.0192 -0.0220 -8.4515  0.38
H: -0.8373 0.4551 -10.5855  0.35